(1)
55
Properties=species:S:1:pos:R:3:forces:R:3:lowdin_charge:R:1 method="wB97M-V/def2-TZVPD" gap_ev=1.49 total_charge=-4 homo_energy_ev=4.53 multiplicity=1
Na -0.96954 -1.75546 -2.08736 0.085 1.352 -0.395 0.7830
S -2.64330 0.87158 -6.25899 3.317 1.548 0.286 0.0412
O -2.75863 -0.24458 -7.18763 -0.195 -2.128 -1.525 -0.5035
O -1.27007 1.48233 -6.31210 -0.522 -0.512 -0.625 -0.4767
O -3.61762 1.88031 -6.57669 -2.503 2.291 -1.312 -0.4757
O -2.87929 0.45562 -4.89704 -0.609 -1.867 2.809 -0.4554
S -0.96898 2.29800 -0.00223 3.181 0.727 -0.164 0.0403
O -1.28739 0.98274 0.51010 -1.531 -4.039 1.327 -0.5057
O -0.18280 2.10590 -1.22731 0.094 0.236 -0.774 -0.4492
O -2.15166 3.09043 -0.18149 -2.487 1.483 -0.552 -0.4496
O -0.11500 2.93156 1.03389 0.636 1.037 0.974 -0.4959
C 5.00301 -3.23738 -4.75447 0.444 -0.832 -0.330 -0.2059
C 4.04326 -2.36118 -3.99720 -2.182 2.220 -1.769 -0.5688
O 3.16731 -1.53617 -4.79747 2.163 -2.483 1.825 -0.4014
H 4.64984 -4.18639 -5.15790 -0.989 0.160 -0.613 0.0307
H 5.70391 -3.67623 -4.04436 0.993 0.459 0.307 0.0250
H 5.44578 -2.64767 -5.55714 0.395 -0.121 0.019 0.0491
H 4.67820 -1.77939 -3.32902 0.580 0.827 0.257 0.0517
H 3.58390 -3.01399 -3.25495 -1.044 -0.663 0.396 0.0442
C -1.22538 -5.49276 0.64402 0.930 0.045 -2.497 -0.1205
O -0.58215 -5.30061 -0.65360 0.052 0.199 0.003 -0.1579
H -1.05027 -4.53103 1.12620 -0.318 -0.481 0.674 0.0842
H -2.26038 -5.67800 0.35669 -0.225 -0.002 0.894 0.0689
H -0.72715 -6.37428 1.04749 -0.422 0.275 0.916 0.0681
H -0.06951 -6.07776 -0.88779 -0.049 0.094 -0.001 0.0574
C -3.17608 -5.33027 -5.82497 0.486 3.048 0.926 -0.1421
O -2.39944 -4.13001 -5.51726 0.559 -0.668 -0.634 -0.1464
H -3.76733 -5.24340 -4.91339 -0.753 -1.857 -0.208 0.0684
H -3.75950 -5.02955 -6.69520 -0.214 -0.974 -0.187 0.0713
H -2.48630 -6.16209 -5.96763 -0.423 -0.113 0.125 0.0649
H -2.87682 -3.42040 -5.95334 0.413 0.783 0.034 0.0739
C 0.38386 6.30864 2.87382 0.154 0.155 0.399 -0.1184
O 0.52473 5.22576 3.75974 -0.292 0.060 1.227 -0.1624
C -0.66684 4.95716 4.47373 -0.401 -0.490 -0.702 -0.2520
C -0.48850 4.15382 5.74201 1.865 -1.013 -1.290 -0.1963
N 0.31883 2.89651 5.46434 0.385 3.177 0.827 -0.0635
C -0.41625 1.78536 4.94301 0.035 -0.493 0.378 -0.2272
C 0.48543 0.62875 4.53067 1.238 1.284 -1.374 -0.1650
O 1.47146 1.00650 3.45881 -2.193 -0.439 2.396 -0.1666
C 2.02139 -0.09425 2.79861 0.388 0.597 -0.675 -0.1457
H -0.21395 7.09972 3.32651 -0.384 0.266 0.271 0.0578
H -0.09091 6.05156 1.92693 0.346 -0.343 -0.172 0.1027
H 1.38267 6.73992 2.80697 0.065 -0.149 -0.696 0.0786
H -1.34339 4.41732 3.81119 -0.238 0.028 -0.250 0.1306
H -1.14136 5.88295 4.79907 -0.240 0.476 -0.178 0.0993
H -1.45448 3.96003 6.20829 -0.459 -0.144 -0.064 0.0984
H 0.07462 4.78827 6.42646 0.330 -0.239 0.259 0.0987
H 0.57543 2.63219 6.40476 0.585 -0.234 -0.011 0.0818
H -1.15228 2.01798 4.17344 0.234 0.232 -0.064 0.1381
H -0.84969 1.49449 5.89990 -1.487 -1.375 -0.397 0.0976
H -0.20402 -0.18622 4.31021 0.342 -0.297 -0.662 0.1140
H 1.06687 0.36834 5.41509 0.331 -0.332 0.199 0.0943
H 2.25934 -0.90794 3.48372 -0.190 -0.459 0.051 0.0635
H 2.96290 0.24496 2.36663 0.224 0.114 0.121 0.0807
H 1.44350 -0.36176 1.91397 -0.499 -0.424 0.223 0.0935

***

(2)
48
Properties=species:S:1:pos:R:3:forces:R:3:lowdin_charge:R:1 method="wB97M-V/def2-TZVPD" gap_ev=7.63 total_charge=+1 homo_energy_ev=-11.27 multiplicity=1
C -2.82917 4.93720 -1.46411 -0.027 -0.927 0.086 -0.0683
C -2.72102 3.41104 -1.23274 -0.226 0.525 0.081 -0.2410
C -2.61564 2.64871 -2.53859 -0.010 0.312 0.289 -0.1875
N -2.28824 1.22317 -2.45027 0.088 0.226 -0.162 0.0492
N -1.08653 0.92192 -1.77857 -0.616 0.080 -0.842 0.1047
B 0.17900 1.19410 -2.59832 -0.391 -0.807 -0.668 -0.7118
O 0.69728 0.15238 -3.28507 -0.131 -0.383 -0.579 0.2271
O 0.67194 2.41798 -2.62561 0.561 0.297 1.040 0.1416
C 2.12534 2.51229 -2.59407 0.337 0.752 0.033 -0.1614
C 2.66388 2.15703 -1.22284 -0.052 -0.871 -0.192 -0.0473
C -1.02798 0.39917 -0.60168 -0.385 0.223 0.681 -0.3698
N 0.11419 -0.25733 -0.21515 0.898 0.237 -0.175 0.1918
N -2.05293 0.43349 0.31953 -0.500 -0.125 -0.417 0.1782
H -3.69252 5.30167 -0.93735 -0.306 0.389 0.113 0.0720
H -2.95043 5.13862 -2.51999 0.018 0.306 -0.220 0.0743
H -1.95380 5.43247 -1.07531 0.238 0.303 -0.107 0.0743
H -1.87834 3.23727 -0.57596 0.335 -0.296 0.080 0.0907
H -3.61650 3.09024 -0.71498 -0.179 -0.275 0.271 0.1021
H -3.57735 2.69199 -3.02770 -0.286 -0.090 -0.301 0.1342
H -1.92748 3.17089 -3.19309 0.400 -0.219 -0.211 0.1206
H -3.05135 0.65137 -2.11581 0.046 0.004 0.102 0.1341
H 0.01167 -0.32223 -3.78391 0.378 -0.268 0.298 0.1454
H 2.37949 3.53516 -2.81147 -0.272 0.431 -0.191 0.1257
H 2.57890 1.90886 -3.36704 -0.152 -0.313 -0.241 0.1263
H 2.95468 1.10906 -1.20044 0.030 -0.214 0.080 0.0852
H 1.91720 2.29956 -0.45435 -0.219 0.373 0.234 0.0748
H 3.54546 2.71932 -0.96143 0.221 0.312 0.002 0.0881
H 0.80104 0.35074 0.22105 0.087 -0.395 0.344 0.1160
H 0.51057 -0.80206 -0.97396 0.329 0.270 0.017 0.1154
H -2.96612 0.46031 -0.11351 -0.089 0.413 0.222 0.0966
H -1.93045 1.22190 0.95005 -0.103 -0.293 0.365 0.1299
C -0.23448 -4.09337 3.53336 -0.139 -0.042 -0.028 -0.0656
C 0.37239 -3.02427 2.63165 0.101 -0.145 0.227 -0.4416
C 1.51328 -3.54180 1.74272 -0.050 0.129 -0.187 -0.2224
O 2.74599 -3.71813 2.40404 -0.048 -0.101 -0.021 -0.1888
C 2.89639 -4.94976 3.09327 0.147 0.105 0.075 -0.0943
N 0.79254 -1.88596 3.45503 0.076 0.060 -0.218 0.0408
H 0.41152 -4.33457 4.37643 0.062 0.013 -0.021 0.0681
H -1.18076 -3.74342 3.94454 0.026 0.043 0.023 0.0774
H -0.43059 -5.01231 2.97778 0.028 -0.005 0.007 0.0808
H -0.42034 -2.67645 1.96066 0.055 0.031 -0.064 0.1222
H 1.70668 -2.78647 0.97210 0.044 0.017 0.030 0.1047
H 1.22220 -4.46194 1.21879 -0.044 -0.042 0.079 0.1209
H 2.39572 -5.76812 2.56930 -0.057 0.013 0.006 0.0922
H 2.51999 -4.87925 4.11559 -0.078 -0.100 -0.014 0.0777
H 3.96168 -5.16938 3.14378 0.005 0.036 -0.046 0.0899
H 1.11110 -1.13729 2.84570 -0.071 0.025 0.023 0.0533
H 1.63191 -2.16379 3.95797 -0.078 -0.012 0.098 0.0738